40
Properties=species:S:1:pos:R:3:forces:R:3 method="wB97M-V/def2-TZVPD" orbital_gap_ev=9.109 e_homo_ev=-8.381 e_above_lowest_kj_mol=264.3
C -5.790 -0.724 -0.804 -0.1 -0.1 -0.2
O -5.156 -0.095 0.283 0.2 0.2 0.2
C -3.876 0.340 0.131 0.1 0.1 0.0
C -3.118 0.201 -1.027 -0.4 -0.2 -0.1
C -1.817 0.671 -1.067 0.2 0.1 0.2
C -1.247 1.291 0.038 -0.2 0.0 0.0
C 0.148 1.814 0.065 0.0 0.0 -0.4
O 0.494 2.696 0.831 0.0 0.1 0.3
N 0.990 1.253 -0.839 0.0 0.2 -0.3
C 2.410 1.507 -0.796 0.2 0.0 -0.1
C 3.222 0.238 -0.502 0.0 0.1 0.3
C 4.686 0.607 -0.276 -0.3 -0.1 -0.2
C 2.651 -0.496 0.719 0.0 0.0 -0.4
N 1.423 -1.213 0.395 0.1 -0.2 0.1
C 0.538 -1.331 1.535 0.0 0.0 -0.1
C 1.688 -2.514 -0.184 0.0 0.1 0.0
C -2.022 1.448 1.187 0.0 0.0 -0.1
C -3.312 0.975 1.241 -0.2 -0.1 -0.1
H -5.269 -1.641 -1.099 0.0 0.0 0.0
H -6.790 -0.976 -0.455 0.1 0.0 -0.1
H -5.867 -0.055 -1.667 0.0 0.0 0.0
H -3.531 -0.267 -1.907 -0.1 0.0 0.0
H -1.261 0.572 -1.988 0.1 0.0 -0.1
H 0.721 0.370 -1.244 -0.1 0.1 0.2
H 2.732 1.935 -1.753 0.1 0.0 0.1
H 2.571 2.253 -0.012 0.0 -0.1 -0.1
H 3.155 -0.422 -1.373 0.0 -0.1 0.0
H 5.075 1.160 -1.127 0.1 0.1 -0.1
H 5.291 -0.287 -0.142 0.1 -0.1 0.0
H 4.785 1.227 0.612 0.1 0.1 0.1
H 2.426 0.245 1.488 0.0 0.0 0.1
H 3.413 -1.181 1.127 0.0 0.0 0.1
H 0.314 -0.339 1.923 0.0 0.0 0.1
H -0.397 -1.790 1.212 -0.1 0.0 0.1
H 0.965 -1.941 2.346 0.0 0.0 0.0
H 2.335 -2.408 -1.053 0.0 -0.1 -0.1
H 0.747 -2.958 -0.505 0.0 -0.1 0.0
H 2.175 -3.201 0.527 0.0 0.0 0.0
H -1.585 1.953 2.035 0.0 0.0 0.1
H -3.915 1.085 2.128 -0.1 0.0 0.1